No. 1
The following is a DFT calculation (wB97M-V/def2-TZVPD) of the molecule C18H25N3O3S.

The geometry in XYZ format:
```
50
Properties=species:S:1:pos:R:3:lowdin_charge:R:1
C 1.602 2.142 -3.453 -0.059
C 2.725 1.485 -2.658 -0.186
N 3.215 2.345 -1.586 -0.006
C 4.133 3.287 -1.946 -0.506
O 4.579 3.365 -3.070 0.078
C 4.543 4.252 -0.856 -0.349
S 5.077 3.330 0.610 0.981
C 3.548 2.485 0.833 -0.464
C 3.125 2.177 2.118 -0.093
C 1.919 1.543 2.334 -0.033
C 1.105 1.234 1.248 -0.121
C -0.244 0.600 1.370 -0.449
O -1.103 0.766 0.523 0.057
N -0.425 -0.159 2.472 0.070
C -1.634 -0.905 2.737 -0.175
C -1.425 -2.411 2.563 -0.157
C -1.296 -2.764 1.078 -0.198
N -2.565 -2.537 0.411 -0.177
C -2.457 -1.896 -0.887 -0.165
C -3.863 -1.570 -1.391 -0.191
O -4.667 -2.726 -1.478 -0.133
C -4.759 -3.353 -0.223 -0.202
C -3.378 -3.734 0.311 -0.171
C 1.528 1.551 -0.037 0.054
C 2.759 2.151 -0.278 -0.190
H 1.270 1.468 -4.238 0.077
H 1.968 3.056 -3.914 0.076
H 0.754 2.386 -2.819 0.070
H 2.405 0.537 -2.224 0.122
H 3.573 1.303 -3.324 0.123
H 5.381 4.854 -1.200 0.089
H 3.710 4.898 -0.569 0.098
H 3.762 2.447 2.946 0.105
H 1.605 1.340 3.347 0.110
H 0.362 -0.345 3.073 0.131
H -2.386 -0.566 2.021 0.117
H -1.969 -0.683 3.755 0.119
H -0.529 -2.729 3.101 0.109
H -2.282 -2.935 2.984 0.106
H -0.958 -3.806 0.966 0.121
H -0.536 -2.120 0.629 0.115
H -1.900 -0.965 -0.771 0.100
H -1.948 -2.544 -1.623 0.131
H -3.824 -1.148 -2.396 0.125
H -4.326 -0.845 -0.707 0.128
H -5.377 -4.242 -0.366 0.124
H -5.247 -2.679 0.497 0.126
H -3.482 -4.182 1.302 0.121
H -2.921 -4.478 -0.368 0.130
H 0.855 1.318 -0.846 0.112
```

Multiplicity ... 1
Relative energy (zero: lowest compared OMol25 entry of this formula, charge and spin) ... 1.981 eV
HOMO ... -8.54 eV
HOMO-LUMO gap ... 0.32838 hartree
SMILES string ... CCN1C(=O)CSc2ccc(C(=O)NCCCN3CCOCC3)cc21


No. 2
The following is a DFT calculation (wB97M-V/def2-TZVPD) of the molecule C18H25N3O3S2.

The geometry in XYZ format:
```
51
Properties=species:S:1:pos:R:3:lowdin_charge:R:1
C 3.309 1.811 0.984 -0.098
C 2.097 1.717 0.061 -0.235
C 2.414 0.892 -1.204 -0.147
N 1.416 -0.112 -1.540 -0.029
C 0.206 0.148 -2.089 -0.536
O -0.571 -0.733 -2.403 0.028
C -0.135 1.608 -2.339 -0.340
S -1.931 1.801 -2.158 1.020
C -2.063 1.066 -0.591 -0.593
N -1.044 0.835 0.193 0.131
C -1.581 0.233 1.303 -0.211
C -0.965 -0.231 2.459 -0.027
C -1.769 -0.799 3.426 -0.099
C -3.150 -0.907 3.263 -0.099
C -3.781 -0.448 2.123 -0.019
C -2.983 0.120 1.145 -0.156
N -3.261 0.659 -0.089 -0.030
C -4.547 0.809 -0.714 -0.203
C -5.197 2.139 -0.343 -0.063
C 1.709 -1.506 -1.243 -0.281
C 1.820 -1.735 0.286 -0.158
C 2.764 -2.882 0.555 -0.191
S 4.107 -2.443 -0.585 0.677
O 4.768 -1.258 -0.103 -0.314
O 4.933 -3.563 -0.936 -0.319
C 2.976 -2.001 -1.941 -0.136
H 3.040 2.312 1.911 0.072
H 4.104 2.380 0.506 0.078
H 3.708 0.827 1.220 0.055
H 1.250 1.263 0.577 0.077
H 1.799 2.733 -0.207 0.101
H 2.557 1.549 -2.067 0.131
H 3.354 0.363 -1.034 0.096
H 0.342 2.287 -1.642 0.056
H 0.096 1.880 -3.369 0.096
H 0.101 -0.140 2.593 0.103
H -1.321 -1.168 4.337 0.099
H -3.738 -1.358 4.047 0.099
H -4.851 -0.531 2.004 0.106
H -5.177 -0.026 -0.395 0.124
H -4.403 0.752 -1.797 0.103
H -6.171 2.220 -0.817 0.075
H -5.323 2.213 0.735 0.076
H -4.575 2.965 -0.680 0.070
H 0.845 -2.061 -1.624 0.146
H 2.240 -0.842 0.746 0.095
H 0.826 -1.898 0.702 0.122
H 3.126 -2.919 1.576 0.112
H 2.380 -3.850 0.245 0.111
H 2.814 -2.915 -2.503 0.109
H 3.436 -1.256 -2.581 0.114
```

Multiplicity ... 1
Relative energy (zero: lowest compared OMol25 entry of this formula, charge and spin) ... 0.161 eV
HOMO ... -8.17 eV
HOMO-LUMO gap ... 0.31995 hartree
SMILES string ... CCCN(C(=O)CSc1nc2ccccc2n1CC)[C@@H]1CCS(=O)(=O)C1


No. 3
The following is a DFT calculation (wB97M-V/def2-TZVPD) of the molecule C18H25N3O4S at a distorted geometry.

The geometry in XYZ format:
```
51
Properties=species:S:1:pos:R:3:lowdin_charge:R:1
C -6.393 1.028 -0.807 -0.097
O -5.074 1.530 -0.778 -0.191
C -4.725 2.210 0.399 -0.212
C -4.548 1.280 1.615 -0.141
N -3.658 0.192 1.289 0.088
C -4.130 -1.022 0.944 -0.469
O -5.270 -1.388 1.131 0.059
C -3.073 -1.955 0.326 -0.028
N -2.200 -1.273 -0.585 -0.064
C -2.509 -0.981 -1.887 -0.045
C -1.532 -0.221 -2.450 -0.006
C -0.551 -0.002 -1.445 -0.151
C 0.657 0.695 -1.401 0.009
C 1.350 0.701 -0.216 -0.290
S 2.899 1.577 -0.084 0.676
O 2.877 2.399 1.091 -0.285
O 3.203 2.205 -1.342 -0.286
N 3.947 0.296 0.222 -0.241
C 5.183 0.685 0.874 -0.210
C 5.918 -0.565 1.347 -0.177
C 6.195 -1.480 0.157 -0.206
C 4.883 -1.806 -0.551 -0.175
C 4.173 -0.516 -0.953 -0.217
C 0.901 0.043 0.928 -0.058
C -0.287 -0.654 0.914 -0.001
C -1.011 -0.674 -0.278 -0.189
H -6.522 0.176 -0.131 0.071
H -7.116 1.810 -0.547 0.091
H -6.567 0.701 -1.830 0.091
H -3.772 2.697 0.170 0.125
H -5.471 2.980 0.644 0.123
H -5.502 0.836 1.905 0.119
H -4.144 1.853 2.453 0.124
H -2.724 0.451 1.002 0.129
H -2.487 -2.403 1.134 0.134
H -3.607 -2.753 -0.195 0.139
H -3.422 -1.347 -2.316 0.130
H -1.504 0.146 -3.455 0.106
H 1.050 1.226 -2.253 0.124
H 4.909 1.332 1.708 0.114
H 5.822 1.256 0.183 0.134
H 5.296 -1.090 2.074 0.117
H 6.850 -0.275 1.834 0.113
H 6.680 -2.399 0.491 0.108
H 6.868 -0.976 -0.540 0.114
H 4.234 -2.368 0.124 0.117
H 5.066 -2.412 -1.440 0.113
H 3.197 -0.729 -1.395 0.117
H 4.772 0.035 -1.693 0.130
H 1.507 0.108 1.817 0.114
H -0.640 -1.161 1.799 0.112
```

Multiplicity ... 1
Relative energy (zero: lowest compared OMol25 entry of this formula, charge and spin) ... 1.985 eV
HOMO ... -8.54 eV
HOMO-LUMO gap ... 0.33589 hartree
SMILES string ... COCCNC(=O)Cn1ccc2cc(S(=O)(=O)N3CCCCC3)ccc21